The following is a DFT calculation (wB97M-V/def2-TZVPD) of the ion C10H10N3O2 with charge +1 in a non-equilibrium geometry.

Its total charge is +1. Its frontier orbital gap (spin up / spin down) is 4.8 / 6.1 eV. For the LUMO energy (spin up / spin down), the calculation gives -6.30 / -5.23 eV.

XYZ file:
```
25
Properties=species:S:1:pos:R:3:forces:R:3:lowdin_charge:R:1
C -2.077 -3.133 0.495 -1.705 -0.519 -1.678 -0.046
C -2.311 -1.898 -0.089 4.388 -1.686 2.645 0.064
C -0.895 -3.553 1.054 -0.181 1.778 -0.703 -0.031
C -1.179 -0.924 0.061 -1.288 0.877 1.327 -0.182
C 0.185 -2.697 1.077 1.503 -0.644 1.895 -0.006
C 0.117 -1.450 0.543 0.357 0.010 -0.141 -0.125
C -0.001 3.813 -0.224 -0.598 -1.714 -1.101 -0.210
C -0.949 0.045 -1.058 0.868 1.149 -1.293 -0.091
C 0.811 3.116 -0.950 -0.627 -0.918 0.568 -0.093
C 1.273 -0.543 0.282 1.292 0.039 -0.224 -0.124
N 0.371 4.500 0.818 2.943 1.280 2.372 0.094
N 1.489 2.363 -1.596 2.131 0.520 -3.814 0.080
N 0.817 0.623 -0.343 -2.328 0.477 -1.320 -0.010
O -1.497 0.522 -1.961 0.921 -0.428 1.251 0.268
O 1.723 1.025 -1.272 -1.011 -0.280 1.662 -0.045
H -2.716 -4.023 0.430 -0.854 1.139 -0.236 0.133
H -3.191 -1.584 -0.441 -3.239 1.024 -1.483 0.085
H -0.911 -4.561 1.304 0.748 -1.519 0.954 0.107
H -1.582 -0.032 0.790 0.892 -1.565 -0.988 0.259
H 1.031 -3.077 1.690 0.004 0.623 -1.108 0.152
H -1.040 3.613 -0.342 -0.780 0.342 -0.449 0.133
H 1.765 -0.139 1.185 -0.111 -0.556 0.262 0.173
H 2.139 -0.853 -0.378 -0.853 -0.848 0.847 0.182
H -0.263 5.173 1.106 -0.934 1.565 0.935 0.082
H 1.382 4.705 0.966 -1.539 -0.147 -0.179 0.152
```
Positions in Å, forces in eV/Å.

The following is a DFT calculation (wB97M-V/def2-TZVPD) of a cluster of 2 separate species, C2H7N2S in total.

Its total charge is -1. Its frontier orbital gap is 6.8 eV. For the LUMO energy, the calculation gives 3.96 eV.

XYZ file:
```
12
Properties=species:S:1:pos:R:3:forces:R:3:lowdin_charge:R:1
S -1.875 -0.792 2.132 0.027 0.169 0.102 -0.159
H -2.847 -1.295 2.893 -0.169 -0.129 0.146 -0.474
C -0.069 -0.043 -0.533 0.702 -0.069 0.178 -0.296
C 1.112 0.481 -0.864 -0.356 0.003 0.254 -0.230
N 1.464 1.821 -0.554 -0.051 0.239 -0.340 -0.013
N -0.342 -1.444 -0.600 -0.320 -0.311 -0.133 -0.050
H -0.778 0.599 -0.018 -0.177 -0.033 0.136 0.045
H 1.870 -0.072 -1.407 -0.006 -0.174 0.169 0.091
H 2.436 1.913 -0.297 -0.022 -0.074 0.003 0.053
H 0.891 2.177 0.200 0.026 -0.013 -0.029 0.067
H -1.089 -1.636 -1.263 0.043 0.127 -0.013 0.047
H -0.774 -1.708 0.311 0.303 0.264 -0.473 -0.082
```
Positions in Å, forces in eV/Å.

The following is a DFT calculation (wB97M-V/def2-TZVPD) of a structure of composition C50H47CaN10O2P2S in a non-equilibrium geometry.

Its total charge is +1. Its frontier orbital gap (spin up / spin down) is 5.5 / 5.7 eV. For the LUMO energy (spin up / spin down), the calculation gives -2.80 / -2.66 eV.

XYZ file:
```
113
Properties=species:S:1:pos:R:3:forces:R:3:lowdin_charge:R:1
Ca -0.385 1.303 0.961 1.121 -0.424 -0.610 1.343
C -0.226 -3.020 5.216 0.082 -0.034 0.113 -0.101
C 0.623 -2.310 4.383 0.019 -0.104 0.075 -0.091
C 0.109 -1.427 3.460 -0.214 0.080 0.013 -0.081
C -1.273 -1.224 3.324 0.209 -0.660 0.613 -0.310
C -2.108 -1.866 4.258 0.015 0.196 -0.161 -0.037
C -1.587 -2.767 5.164 0.076 -0.148 0.117 -0.087
N -1.711 -0.342 2.374 -0.096 0.813 -0.428 0.031
C -2.890 -0.418 1.790 0.083 0.230 0.127 -0.233
C -3.771 -1.549 1.798 -0.221 -0.374 -0.096 -0.043
C -5.026 -1.486 1.275 0.332 -0.121 0.189 -0.068
C -5.524 -0.291 0.713 -0.101 0.466 -0.174 -0.091
C -4.704 0.788 0.607 -0.135 -0.082 -0.133 -0.027
C -3.364 0.741 1.069 -0.848 -0.728 -0.199 -0.225
N -2.518 1.759 0.905 -1.498 2.004 -0.089 -0.087
N -3.002 2.889 0.506 -1.107 -1.383 0.215 0.064
C -2.141 3.936 0.446 0.609 1.217 0.116 -0.399
C -2.701 5.187 0.108 0.133 -0.380 0.119 -0.036
C -1.897 6.300 0.074 0.233 -0.129 0.053 -0.055
C -0.553 6.151 0.400 -0.054 -0.024 -0.006 -0.052
C -0.094 4.890 0.743 0.263 0.493 -0.004 -0.147
N -0.845 3.805 0.768 -0.453 -0.389 -0.059 0.045
H 0.172 -3.736 5.917 0.033 -0.091 0.120 0.097
H 1.694 -2.451 4.449 0.068 -0.037 -0.004 0.104
H 0.759 -0.868 2.810 0.117 -0.037 -0.021 0.067
H -3.164 -1.636 4.295 -0.033 -0.029 -0.121 0.112
H -2.253 -3.283 5.840 -0.066 0.005 0.102 0.104
H -3.405 -2.475 2.215 -0.040 -0.016 0.058 0.087
H -5.663 -2.360 1.282 0.020 -0.112 0.062 0.108
H -6.542 -0.249 0.357 -0.091 0.011 -0.083 0.099
H -5.017 1.711 0.141 -0.116 -0.011 0.013 0.088
H -3.757 5.250 -0.099 -0.122 -0.061 0.038 0.108
H -2.296 7.268 -0.194 -0.032 0.025 0.002 0.114
H 0.116 6.995 0.400 0.117 0.061 0.009 0.102
H 0.942 4.757 1.027 0.086 0.025 -0.032 0.092
N 3.457 3.361 1.679 -0.253 -0.174 0.272 0.131
C 3.580 3.626 0.344 -0.073 -0.093 -0.461 -0.060
C 2.541 2.983 -0.269 0.513 0.528 -0.051 -0.134
N 1.799 2.337 0.661 -0.032 -0.184 0.528 0.016
C 2.348 2.584 1.832 0.617 0.339 -0.566 -0.290
C 1.753 2.158 3.065 -0.047 -0.078 0.862 -0.282
N 0.485 1.811 3.141 0.452 0.247 -0.325 0.030
C 0.237 1.515 4.436 0.205 0.022 0.659 -0.110
C 1.377 1.684 5.172 -0.438 -0.062 0.120 -0.050
N 2.338 2.097 4.293 0.101 0.071 -0.412 0.128
H 4.043 3.741 2.404 -0.079 -0.020 -0.020 0.163
H 4.380 4.219 -0.048 0.146 0.149 -0.071 0.120
H 2.275 2.963 -1.309 0.019 0.019 -0.156 0.124
H -0.737 1.205 4.759 -0.111 -0.117 0.093 0.120
H 1.584 1.543 6.213 0.014 -0.016 0.186 0.120
H 3.298 2.290 4.531 -0.108 -0.045 -0.072 0.162
O -0.224 0.341 -1.782 -0.434 0.765 0.587 -0.372
P 0.511 -0.686 -2.534 0.535 -1.328 -0.996 0.720
C 0.535 -2.305 -1.650 -0.058 0.875 0.272 -0.257
P 1.025 -1.972 0.095 0.474 -2.094 -0.400 0.769
O 0.499 -0.686 0.585 0.254 0.250 0.275 -0.488
C 2.837 -2.039 0.232 -0.412 -0.049 0.088 -0.287
C 3.432 -1.148 1.118 -0.153 0.000 0.087 -0.082
C 4.805 -1.140 1.284 0.035 0.017 0.034 -0.072
C 5.593 -2.021 0.559 -0.016 0.013 0.049 -0.065
C 5.002 -2.922 -0.312 0.072 -0.051 -0.090 -0.060
C 3.627 -2.939 -0.471 -0.082 0.014 -0.033 -0.075
C 0.358 -3.435 0.952 0.314 0.405 -0.279 -0.269
C 1.166 -4.387 1.557 0.154 0.063 -0.106 -0.070
C 0.594 -5.493 2.165 0.011 -0.079 0.051 -0.064
C -0.782 -5.646 2.168 0.114 0.004 0.021 -0.060
C -1.590 -4.693 1.566 -0.049 0.039 0.012 -0.061
C -1.023 -3.590 0.957 0.006 0.032 -0.080 -0.087
C -0.212 -0.963 -4.178 0.323 0.208 0.429 -0.293
C -0.304 0.199 -4.940 0.151 0.060 -0.079 -0.108
C -0.869 0.163 -6.201 -0.006 0.020 -0.045 -0.056
C -1.347 -1.037 -6.705 -0.011 0.010 0.034 -0.065
C -1.258 -2.194 -5.948 -0.043 -0.120 -0.027 -0.071
C -0.690 -2.164 -4.684 0.057 -0.045 0.078 -0.074
C 2.282 -0.362 -2.786 -0.542 -0.032 0.096 -0.259
C 2.939 0.262 -1.737 -0.104 0.123 -0.108 -0.113
C 4.304 0.479 -1.802 0.077 0.029 0.040 -0.071
C 5.011 0.065 -2.920 -0.022 0.029 0.032 -0.062
C 4.357 -0.573 -3.963 0.059 -0.053 -0.074 -0.066
C 2.993 -0.794 -3.896 -0.115 -0.027 -0.034 -0.062
H 1.189 -3.036 -2.121 0.040 -0.028 -0.009 0.075
H -0.487 -2.694 -1.611 0.080 0.000 -0.008 0.071
H 2.802 -0.454 1.662 0.022 0.068 0.035 0.092
H 5.266 -0.445 1.973 0.009 0.031 0.037 0.106
H 6.667 -2.012 0.679 0.065 -0.001 0.002 0.110
H 5.617 -3.612 -0.871 0.025 -0.055 -0.036 0.112
H 3.176 -3.656 -1.142 -0.016 -0.061 -0.095 0.111
H 2.242 -4.271 1.544 0.026 -0.006 0.079 0.103
H 1.223 -6.232 2.641 0.018 -0.020 -0.004 0.110
H -1.225 -6.512 2.637 -0.059 -0.065 0.064 0.110
H -2.662 -4.816 1.578 -0.145 0.009 -0.028 0.108
H -1.643 -2.841 0.481 -0.148 0.029 0.058 0.105
H 0.063 1.127 -4.520 -0.054 0.177 -0.051 0.093
H -0.942 1.066 -6.790 -0.001 0.088 -0.014 0.114
H -1.797 -1.070 -7.686 -0.018 -0.011 -0.080 0.109
H -1.635 -3.124 -6.347 -0.021 -0.081 -0.008 0.108
H -0.619 -3.071 -4.102 -0.019 -0.118 0.044 0.100
H 2.349 0.579 -0.890 0.123 0.026 0.080 0.065
H 4.810 0.970 -0.982 0.033 0.029 0.008 0.105
H 6.073 0.246 -2.988 0.119 0.000 0.022 0.108
H 4.911 -0.893 -4.834 0.043 -0.020 -0.058 0.109
H 2.478 -1.287 -4.706 -0.037 -0.055 -0.163 0.109
C -5.207 2.880 -2.527 -0.039 -0.162 -0.225 -0.076
N -3.830 3.277 -2.374 -0.093 -0.110 -0.082 -0.059
C -2.749 2.587 -2.768 -0.190 0.138 -0.284 -0.922
N -2.914 1.377 -3.351 -0.457 0.038 0.287 0.126
S -1.241 3.265 -2.632 0.845 0.421 0.037 0.631
H -5.831 3.544 -1.935 -0.016 -0.034 0.033 0.091
H -5.371 1.857 -2.179 -0.019 0.040 0.070 0.068
H -5.523 2.946 -3.572 -0.067 -0.017 0.015 0.091
H -3.631 4.187 -1.990 0.089 -0.155 -0.116 0.082
H -3.802 0.906 -3.288 0.032 -0.065 0.001 0.093
H -2.085 0.806 -3.402 -0.075 0.052 0.038 0.042
```
Positions in Å, forces in eV/Å.

Number 1: energy -701.223791 Ha. Number 2: energy -588.110232 Ha. Number 3: energy -4390.172463 Ha.